<i>
This record from OMol25 describes a 2-piece molecular cluster, C2H4NP overall. The level of theory is ωB97M-V/def2-TZVPD.

Properties
LUMO level (spin up / spin down) = -2.0 / -2.0 eV
Highest occupied orbital energy (spin up / spin down) = -0.287 / -0.287 hartree

Element x y z (Å)
C (0.95, -0.18, 0.16)
C (-0.44, 0.01, -0.26)
N (-0.87, 1.17, 0.03)
P (3.82, 0.28, -0.01)
H (1.48, 0.64, 0.72)
H (1.17, -1.25, 0.21)
H (-1.02, -0.91, -0.45)
H (-1.79, 1.21, -0.36)

Atomic partial charges in e from the natural (NBO) method, atoms 1 to 2:
1 C -0.410
2 C 0.008

---

<ii>
This record from OMol25 describes a 2-piece molecular cluster, C2H4NP overall. The level of theory is ωB97M-V/def2-TZVPD.

Properties
LUMO level = -2.3 eV
Highest occupied orbital energy = -0.394 hartree

Element x y z (Å)
C (-0.78, -1.68, -1.29)
C (0.56, 1.06, 0.33)
N (-1.08, -2.05, -2.33)
P (0.29, -0.71, 1.03)
H (-0.03, 1.64, 0.94)
H (0.27, 0.92, -0.64)
H (1.63, 1.08, 0.45)
H (-0.86, -0.25, 1.52)

Atomic partial charges in e from the natural (NBO) method, atoms 1 to 2:
1 C 0.002
2 C -0.885

---

Most stable structure: <ii>

---

<i>
This record from OMol25 describes a 3-piece molecular cluster, C2H11N3O2 overall. The level of theory is ωB97M-V/def2-TZVPD.

Properties
SMILES = [H]/N=C(\N)NC.O.O
LUMO level = 0.5 eV
Highest occupied orbital energy = -0.319 hartree

Element x y z (Å)
H (1.01, -1.95, 1.43)
N (0.95, -1.38, 0.59)
C (0.01, -0.52, 0.65)
N (-0.74, -0.24, 1.81)
N (-0.44, 0.20, -0.44)
C (0.55, 0.45, -1.48)
H (-1.01, 0.73, 1.83)
H (-0.25, -0.54, 2.63)
H (-1.44, 0.27, -0.34)
H (1.03, 1.40, -1.28)
H (0.02, 0.55, -2.42)
H (1.24, -0.39, -1.52)
O (-3.21, 0.50, -1.46)
H (-3.79, 1.24, -1.65)
H (-3.80, -0.22, -1.21)
O (3.65, -0.09, 0.79)
H (2.94, -0.74, 0.93)
H (3.28, 0.72, 1.14)

Atomic partial charges in e from the natural (NBO) method, atoms 1 to 2:
1 H 0.342
2 N -0.834

---

<ii>
This record from OMol25 describes a 3-piece molecular cluster, C2H11N3O2 overall. The level of theory is ωB97M-V/def2-TZVPD.

Properties
SMILES = [H]/N=C(\N)NC.O.O
LUMO level = 0.5 eV
Highest occupied orbital energy = -0.332 hartree

Element x y z (Å)
H (-0.59, 2.14, 1.94)
N (-0.82, 1.46, 1.17)
C (0.13, 0.55, 1.06)
N (1.20, 0.50, 2.03)
N (0.19, -0.45, 0.14)
C (-0.87, -0.60, -0.75)
H (1.55, -0.44, 2.11)
H (0.95, 0.81, 2.94)
H (1.12, -0.73, -0.03)
H (-1.40, -1.52, -0.55)
H (-1.47, 0.33, -0.74)
H (-0.47, -0.67, -1.78)
O (0.33, -3.31, -1.40)
H (1.12, -3.85, -1.56)
H (-0.51, -3.51, -1.88)
O (-0.34, 2.39, -1.57)
H (-0.51, 2.14, -0.61)
H (0.68, 2.45, -1.38)

Atomic partial charges in e from the natural (NBO) method, atoms 1 to 2:
1 H 0.353
2 N -0.843

---

Most stable structure: <i>